Molecular formula: C2H4N3
Method: DFT, ωB97M-V/def2-TZVPD

## Properties
ΔE to the lowest compared entry with this formula, charge and spin   134.9 kcal per mole
Charge   +1
Frontier orbital gap (spin up / spin down)   9.19 / 3.86 eV
Highest occupied orbital energy (spin up / spin down)   -15.4 / -12.7 eV
LUMO level (spin up / spin down)   -0.2268 / -0.3254 Eh
F_max   5.706 eV Å⁻¹
DFT total energy   -6595.6158 eV

Each line ends with the Mulliken charge.
Positions of all 9 atoms, in Å:
1 C -3.1259 0.1762 0.0107  -0.25
2 C 2.8293 -0.4224 0.2594  -0.10
3 N -1.9999 0.1655 -0.4304  -0.27
4 N 1.9048 0.1241 -0.3759  0.52
5 N 0.9912 0.6576 -0.7470  -0.10
6 H -3.7932 -0.4040 -0.5721  0.29
7 H -3.2160 0.7267 0.9930  0.25
8 H 2.8817 -0.2303 1.3466  0.33
9 H 3.5279 -0.7933 -0.4844  0.32

Cartesian forces, eV/Å:
0.0193 0.8541 1.8889
3.5340 -1.3769 1.3102
2.7841 0.0940 -0.9373
-4.9245 2.6724 -1.0777
0.2413 -0.1219 -0.5069
-1.7512 -0.3895 -0.0721
-0.9139 -0.5916 -0.8454
0.2100 -0.4743 -0.6466
0.8009 -0.6663 0.8867